C24H52NO12S6 as an isolated structure, computed with wB97M-V/def2-TZVPD.

Each line ends with the Löwdin charge.
Element x y z (Å)
N -0.3179 -0.5326 -0.7343  0.4009
H -1.0163 -1.1938 -0.4073  0.1413
H 0.0884 -0.0706 0.0771  0.1446
H -0.6811 -0.0640 -1.4923  0.1004
H 0.1988 -1.1468 -1.1489  0.0250
C -4.6451 3.6056 0.1125  -0.2128
C -4.0176 4.1472 -1.1636  -0.1722
C -2.6376 4.4449 -0.5307  -0.2432
S -2.1742 3.0417 0.4482  0.6680
O -1.6590 3.3917 1.7553  -0.3102
O -1.3689 2.1731 -0.3822  -0.3354
C -3.7950 2.3867 0.6300  -0.1944
H -5.7320 3.3801 -0.2604  0.1530
H -4.6917 4.3630 0.8992  0.1191
H -4.4749 4.9405 -1.3802  0.0331
H -3.9640 3.2633 -1.9607  0.1787
H -2.6569 5.3031 0.0742  0.0868
H -1.9263 4.8986 -1.2571  0.1270
H -3.9056 2.1747 1.6836  0.1082
H -3.8907 1.5745 0.0176  0.0579
C 1.8377 4.4323 1.1462  -0.2377
C 3.3362 4.7667 1.3258  -0.2250
C 4.1755 3.5945 0.6358  -0.1948
S 3.1049 2.2128 1.0977  0.6807
O 3.6693 1.4658 2.3012  -0.3473
O 2.9692 1.4434 -0.0813  -0.3241
C 1.6670 3.0655 1.6304  -0.3079
H 1.9311 4.4155 -0.1954  0.2118
H 1.1995 5.2023 1.4563  0.0890
H 3.6706 4.7508 2.4713  0.1550
H 3.5966 5.7469 0.8123  0.1220
H 5.0572 3.3389 0.9700  0.0309
H 4.2885 3.7490 -0.4571  0.1172
H 1.5240 2.7995 2.8033  0.1583
H 0.9083 2.5529 1.0647  0.0592
C 1.0131 -3.4431 -6.2959  -0.1748
C -0.1308 -2.4311 -6.5071  -0.2106
C 0.3136 -1.1038 -6.0287  -0.2830
S 1.4969 -1.3189 -4.7734  0.6578
O 0.8746 -1.0341 -3.4791  -0.3637
O 2.7047 -0.6440 -5.1865  -0.3194
C 1.6605 -3.1289 -4.8694  -0.2052
H 1.7989 -3.3806 -7.0462  0.1250
H 0.7921 -4.3825 -5.9986  0.0636
H -0.9162 -2.7196 -5.7925  0.1257
H -0.4422 -2.4868 -7.5993  0.1476
H -0.4246 -0.4599 -5.5698  0.0997
H 0.8430 -0.3984 -6.7990  0.1541
H 1.2944 -3.7062 -3.8506  0.1715
H 2.7750 -3.1563 -4.8694  0.0790
C -4.2001 -3.9758 2.3945  -0.1927
C -5.6472 -3.7565 1.9719  -0.2265
C -5.7361 -2.8272 0.7954  -0.2431
S -4.4887 -1.6899 1.1667  0.6823
O -5.1091 -0.6522 1.9248  -0.3059
O -3.6166 -1.2919 0.0548  -0.3552
C -3.4386 -2.6345 2.3278  -0.1998
H -3.6112 -4.8403 1.8657  0.1642
H -4.1882 -4.1018 3.4118  0.0743
H -6.3465 -3.2988 2.6593  0.1241
H -6.2720 -4.5891 1.8323  0.1057
H -6.6999 -2.4562 0.5442  0.1187
H -5.4415 -3.3706 -0.0543  0.0950
H -3.2922 -2.1763 3.3986  0.1495
H -2.5472 -2.9448 1.9902  0.0431
C 0.0571 1.3196 5.8183  -0.1947
C 0.0172 -0.1780 6.0634  -0.2103
C -0.2144 -1.0232 4.7863  -0.2028
S -0.3072 0.2054 3.4856  0.6703
O -1.2772 -0.1059 2.5169  -0.3189
O 1.0740 0.4417 3.1002  -0.3136
C -0.8399 1.5966 4.5928  -0.1683
H 1.0705 1.6762 5.4712  0.1354
H -0.2104 1.8685 6.6773  0.1009
H -0.6403 -0.4761 6.8667  0.1151
H 0.9241 -0.6394 6.3457  0.0948
H -1.2082 -1.3995 4.8600  0.0743
H 0.5056 -1.8046 4.8635  0.1065
H -1.9092 1.4904 4.8007  0.1213
H -0.4895 2.4555 4.1917  0.0438
C 5.1896 -1.5967 -2.9829  -0.1425
C 4.8576 -3.1151 -2.6036  -0.2312
C 5.0830 -3.0437 -1.1157  -0.2889
S 4.1498 -1.7494 -0.5331  0.5863
O 4.7075 -1.1064 0.6052  -0.2763
O 2.7910 -2.1918 -0.5399  -0.3259
C 4.3575 -0.7503 -1.9499  -0.2400
H 4.5758 -1.4857 -4.1608  0.1678
H 6.1882 -1.3444 -2.9973  0.0713
H 5.4427 -3.8559 -3.2031  0.1244
H 3.9301 -3.5893 -2.8667  0.0774
H 6.1929 -2.6438 -0.9517  0.1631
H 5.0007 -3.9882 -0.5646  0.1210
H 4.9270 0.0007 -1.7583  0.0151
H 3.3683 -0.1849 -2.3974  0.1605

Results
Spin multiplicity = 1
Relative energy (zero: lowest compared OMol25 entry of this formula, charge and spin) = 2.2 kcal/mol
Net charge = +1
HOMO-LUMO gap = 9.4 eV

C15H21N3O3Ti as an isolated structure, computed with wB97M-V/def2-TZVPD.

Each line ends with the Mulliken spin population.
Element x y z (Å)
C 4.1691 -0.6287 -1.1601  0.0388
C 3.0230 -1.1368 -1.8452  0.0156
C 2.0856 -1.6258 -0.8581  -0.0385
C 2.6848 -1.4533 0.4252  -0.0718
C 3.9582 -0.8369 0.2405  -0.0002
Ti 2.1751 0.5656 -0.7063  0.4973
N 3.0559 1.3037 1.2308  0.6001
C 0.8974 0.2013 -3.1424  0.0574
C 0.3461 -1.0266 -3.2415  -0.0114
H 1.1427 -2.1207 -1.0607  0.0034
H 2.9083 -1.2256 -2.9176  -0.0072
H 2.2450 -1.7863 1.3617  -0.0085
H 4.7080 -0.6677 1.0073  -0.0034
H 5.0524 -0.2026 -1.6352  0.0111
H 0.9111 -1.9576 -3.2954  -0.0004
H 0.2323 1.0557 -3.2725  -0.0015
H 2.9819 2.1084 1.8711  -0.0258
H -0.7365 -1.1308 -3.3508  0.0014
H 1.9443 0.4651 -3.3808  -0.0223
C -1.1025 0.4654 3.0818  0.0058
C -1.7368 1.2761 1.9691  -0.0003
C -2.0715 0.4979 0.6583  -0.0041
C -3.3354 -0.3870 0.7621  -0.0003
C -3.2923 -1.5168 1.7701  0.0006
C -2.2803 1.5006 -0.4674  0.0023
O -3.2763 1.6510 -1.1463  -0.0006
N -1.1121 2.3026 -0.6852  0.0007
C 0.0926 1.6998 -0.6792  0.0278
O 1.1528 2.2026 -1.2258  -0.0007
N 0.2426 0.4614 -0.1434  -0.0684
C -0.8691 -0.3032 0.1911  0.0176
O -0.8316 -1.5255 0.0678  -0.0069
H -1.8199 -0.2144 3.5506  0.0005
H -0.7402 1.1533 3.8538  -0.0003
H -0.2440 -0.1145 2.7226  -0.0030
H -2.6757 1.7348 2.3099  0.0006
H -1.0684 2.1035 1.6977  -0.0040
H -4.1893 0.2725 0.9823  -0.0001
H -3.5168 -0.8122 -0.2365  0.0001
H -3.3949 -1.1592 2.7990  0.0001
H -4.1300 -2.1906 1.5640  -0.0001
H -2.3627 -2.0832 1.6539  -0.0004
H -1.2229 3.0849 -1.3206  -0.0014

Results
Spin multiplicity = 2
Relative energy (zero: lowest compared OMol25 entry of this formula, charge and spin) = 93.3 kcal/mol
Net charge = -1
HOMO-LUMO gap (alpha / beta) = 5.1 / 4.3 eV